[1]
{"formula": "C24H38BrNO4P2RuS2", "method": "ωB97M-V/def2-TZVPD", "symbols": ["Ru", "O", "N", "C", "C", "C", "C", "C", "S", "H", "H", "H", "H", "C", "P", "C", "C", "C", "P", "C", "C", "H", "H", "H", "H", "H", "H", "H", "H", "H", "H", "H", "H", "H", "H", "H", "H", "C", "C", "C", "S", "O", "C", "C", "C", "H", "H", "H", "H", "H", "H", "H", "H", "H", "H", "H", "H", "H", "H", "Br", "C", "C", "C", "C", "C", "C", "C", "O", "O", "H", "H", "H", "H"], "xyz": [[0.22289, 0.37415, -0.88866], [-1.83851, 1.05535, -0.67077], [-2.63477, 0.88340, -1.72707], [-3.90509, 1.34910, -1.64418], [-4.75018, 1.26696, -2.71252], [-4.28515, 0.70611, -3.90755], [-2.99230, 0.24429, -3.96596], [-2.15264, 0.33463, -2.84914], [-0.58712, -0.43345, -2.83295], [-4.16550, 1.77797, -0.68793], [-5.75689, 1.64660, -2.61768], [-4.93252, 0.63359, -4.77038], [-2.58992, -0.20867, -4.86127], [3.73009, -0.42226, -0.60339], [2.45861, 0.59632, -1.36341], [2.85341, 0.56913, -3.12700], [2.89257, 2.32553, -0.89345], [1.91030, 3.26419, -1.59185], [0.21833, 2.69930, -1.17318], [-0.89808, 3.61139, -2.25851], [-0.04970, 3.54134, 0.41426], [4.70779, -0.04260, -0.90574], [3.62557, -1.45083, -0.93495], [3.64872, -0.37002, 0.48172], [3.83461, 1.01567, -3.30162], [2.09455, 1.10924, -3.69068], [2.84521, -0.47007, -3.44908], [3.92535, 2.50678, -1.19854], [2.82955, 2.44345, 0.19044], [2.07037, 3.22578, -2.67144], [2.01053, 4.30395, -1.27600], [-0.68196, 4.67618, -2.16888], [-1.92965, 3.43397, -1.95633], [-0.76161, 3.30785, -3.29672], [0.18962, 4.60118, 0.31549], [0.57441, 3.09235, 1.18465], [-1.09312, 3.43175, 0.70588], [-1.42075, 2.73039, 4.92633], [-0.13396, 2.01513, 4.52732], [-0.38530, 0.68193, 3.83173], [-1.10031, 0.93921, 2.18425], [0.04677, 0.50386, 1.27166], [-2.36909, -0.36329, 2.13991], [-1.87165, -1.71772, 1.65511], [-0.95979, -2.44837, 2.63162], [-1.20564, 3.64655, 5.47484], [-2.03417, 2.09354, 5.56738], [-2.01439, 3.00051, 4.04963], [0.47241, 1.81969, 5.41415], [0.47340, 2.65413, 3.87874], [-1.04970, 0.04469, 4.41462], [0.53705, 0.13664, 3.62924], [-3.13803, 0.03263, 1.47804], [-2.77464, -0.40627, 3.15286], [-1.34829, -1.59176, 0.70879], [-2.75979, -2.31942, 1.44496], [-0.01066, -1.92275, 2.74194], [-0.73163, -3.44535, 2.25520], [-1.42651, -2.55600, 3.61418], [2.46533, -8.06847, 0.82917], [2.10693, -6.30371, 0.25084], [1.93808, -6.05347, -1.10180], [1.68588, -4.75635, -1.52087], [1.58493, -3.72770, -0.59381], [1.74663, -3.99909, 0.76119], [2.01951, -5.28922, 1.19047], [1.29973, -2.33963, -1.06726], [0.83028, -1.52343, -0.13519], [1.50550, -2.00498, -2.22902], [2.00780, -6.86264, -1.81517], [1.56628, -4.52963, -2.57195], [1.65238, -3.19168, 1.47492], [2.15764, -5.50755, 2.24040]], "homo_ev": [-10.5, -10.6], "charge": 1, "e_lumo_ev": [-2.560, -3.635], "s2": 0.76, "de_lowest_ev": 0.356, "multiplicity": 2}



[2]
{"formula": "C24H38Cl4N4O", "method": "ωB97M-V/def2-TZVPD", "symbols": ["C", "O", "C", "C", "C", "C", "C", "C", "C", "C", "C", "N", "N", "C", "C", "C", "C", "C", "C", "C", "C", "C", "C", "N", "N", "H", "H", "H", "H", "H", "H", "H", "H", "H", "H", "H", "H", "H", "H", "H", "H", "H", "H", "H", "H", "H", "H", "H", "H", "H", "H", "H", "H", "H", "H", "Cl", "C", "C", "Cl", "H", "H", "H", "H", "Cl", "C", "C", "Cl", "H", "H", "H", "H"], "xyz": [[1.33398, 5.18366, -4.98661], [0.41575, 4.73382, -5.95470], [-0.44132, 3.71524, -5.47887], [-1.52865, 4.22805, -4.54137], [-2.09229, 3.06703, -3.68180], [-1.80163, 3.25855, -2.19526], [-2.34505, 2.09544, -1.34047], [-1.30828, 0.97830, -1.27049], [-1.77878, -0.24617, -0.48542], [-1.61383, -0.07530, 1.04392], [-0.69111, -1.08914, 1.63230], [0.56879, -0.70696, 1.82965], [1.38166, -1.60801, 2.37621], [0.84652, -2.79003, 2.66364], [1.75114, -3.79040, 3.32138], [3.09413, -3.94338, 2.61881], [3.03027, -4.50092, 1.18405], [3.10489, -6.00108, 1.06146], [3.96721, -6.58644, 0.13074], [4.03941, -7.96851, -0.03512], [3.23594, -8.82236, 0.72346], [2.38395, -8.25220, 1.66774], [2.31668, -6.86975, 1.82807], [-0.40705, -3.17533, 2.42996], [-1.20931, -2.28747, 1.89296], [1.40480, 6.26631, -5.05617], [1.03024, 4.94815, -3.96500], [2.32061, 4.74606, -5.14511], [-0.93509, 3.22743, -6.31700], [0.15978, 2.94657, -4.98056], [-2.34996, 4.65413, -5.10989], [-1.13047, 4.97319, -3.85658], [-3.15187, 2.89287, -3.85461], [-1.56949, 2.15653, -3.99104], [-2.29931, 4.18895, -1.91656], [-0.72507, 3.35205, -2.04924], [-2.56370, 2.50819, -0.35770], [-3.25301, 1.75204, -1.83453], [-1.02527, 0.71141, -2.28695], [-0.43438, 1.38409, -0.75827], [-1.16491, -1.09419, -0.78665], [-2.81292, -0.47250, -0.72580], [-1.27698, 0.92087, 1.31955], [-2.59049, -0.21182, 1.50218], [1.22213, -4.72153, 3.47683], [1.94965, -3.38970, 4.31925], [3.70719, -4.62205, 3.21184], [3.62302, -2.99593, 2.59671], [3.89415, -4.10396, 0.65438], [2.14941, -4.12059, 0.66225], [4.59933, -5.97647, -0.50112], [4.69618, -8.41636, -0.76650], [3.28428, -9.88719, 0.56583], [1.75983, -8.90220, 2.26507], [1.62447, -6.47858, 2.55776], [3.57201, 3.02156, 5.27879], [3.02909, 1.44700, 4.64120], [1.54987, 1.23765, 4.82434], [1.10192, 1.03407, 6.54010], [3.60409, 0.66890, 5.13632], [3.26773, 1.43308, 3.57915], [1.24437, 0.32858, 4.31167], [0.97591, 2.07075, 4.42716], [-3.95982, 5.88637, -1.78666], [-5.61154, 5.95798, -1.11140], [-5.73899, 5.20396, 0.18577], [-5.59778, 3.44323, -0.04349], [-6.29434, 5.57272, -1.86407], [-5.83742, 7.00988, -0.94415], [-6.72045, 5.39032, 0.61836], [-4.97981, 5.51148, 0.90033]], "homo_ev": -9.2, "charge": 0, "e_lumo_ev": -0.977, "multiplicity": 1, "smiles": "COCCCCCCCCc1nnc(CCCc2ccccc2)nn1.ClCCCl.ClCCCl"}



[3]
{"formula": "C24H38ClFNO5PS", "method": "ωB97M-V/def2-TZVPD", "symbols": ["O", "C", "O", "C", "C", "C", "P", "O", "Cl", "C", "O", "C", "C", "C", "C", "F", "C", "N", "C", "S", "C", "O", "H", "H", "H", "H", "H", "H", "H", "H", "H", "H", "C", "C", "C", "C", "C", "C", "H", "H", "H", "H", "H", "H", "H", "H", "H", "H", "H", "H", "H", "H", "C", "C", "C", "C", "C", "C", "H", "H", "H", "H", "H", "H", "H", "H", "H", "H", "H", "H", "H", "H"], "xyz": [[8.98342, -2.58525, 1.65073], [7.98030, -1.92701, 1.76249], [6.73606, -2.51817, 1.81025], [8.03653, -0.40711, 1.87991], [6.68526, 0.21255, 1.72297], [6.13110, 1.03309, 2.61378], [6.95870, 1.53149, 4.18028], [5.70971, 1.86094, 5.16758], [7.57452, 3.44099, 3.63159], [4.77927, 1.60077, 2.32710], [4.35266, 2.55545, 2.94862], [3.97592, 0.97827, 1.24236], [2.52556, 1.32871, 1.20879], [1.74530, 0.52570, 2.24551], [1.88042, -0.98472, 2.05227], [1.05762, -1.67214, 2.88718], [4.53805, 0.15361, 0.35185], [3.76292, -0.38771, -0.69750], [4.02269, -1.50869, -1.12956], [4.33610, -2.88718, -1.74529], [5.98134, -0.12989, 0.44630], [6.63365, -0.60021, -0.46470], [6.35228, -2.29199, 2.66590], [8.66284, -0.07890, 1.06020], [8.48570, -0.18897, 2.83541], [5.44637, 2.78051, 5.03006], [2.45317, 2.37131, 1.49540], [2.11815, 1.25099, 0.21114], [2.18796, 0.72362, 3.21647], [0.70053, 0.80691, 2.27538], [1.71481, -1.24916, 1.01322], [2.92008, -1.21284, 2.26959], [-1.20310, -3.46445, -3.44512], [-2.22839, -2.55811, -2.76957], [-2.03769, -1.07773, -3.09449], [-0.70546, -0.48271, -2.63669], [-0.42826, -0.61052, -1.14083], [-1.43351, 0.10491, -0.25077], [-0.18749, -3.24402, -3.11253], [-1.40316, -4.51093, -3.21172], [-1.23859, -3.35110, -4.53042], [-2.20056, -2.71548, -1.68781], [-3.22854, -2.85595, -3.09487], [-2.86220, -0.51003, -2.65169], [-2.12598, -0.93706, -4.17628], [-0.68740, 0.57673, -2.91236], [0.11506, -0.94900, -3.18914], [0.56692, -0.20113, -0.93799], [-0.38894, -1.66726, -0.85974], [-1.46468, 1.17397, -0.47442], [-1.15259, -0.01576, 0.79714], [-2.44113, -0.29675, -0.37144], [-5.64720, 2.22701, -2.81717], [-5.14800, 1.87459, -1.41877], [-5.57612, 0.48437, -0.95666], [-7.08617, 0.27593, -0.83726], [-7.79719, 1.24742, 0.10300], [-7.32412, 1.14858, 1.55057], [-6.73680, 2.25193, -2.86287], [-5.28526, 3.21136, -3.11726], [-5.29091, 1.50161, -3.55171], [-5.48377, 2.63359, -0.70700], [-4.05492, 1.91636, -1.41733], [-5.10116, 0.27094, 0.00560], [-5.17913, -0.25873, -1.65678], [-7.26780, -0.74711, -0.49340], [-7.54389, 0.34375, -1.82808], [-8.86899, 1.03556, 0.06964], [-7.67894, 2.27478, -0.25205], [-7.46867, 0.13834, 1.93852], [-7.88650, 1.83422, 2.18571], [-6.26779, 1.40299, 1.64871]], "homo_ev": -9.6, "charge": 0, "e_lumo_ev": -2.079, "multiplicity": 1, "smiles": "O=C(O)CC1=C(P(O)Cl)C(=O)C(CCCF)=C(N=C=S)C1=O.CCCCCC.CCCCCC"}



no.,total energy (a.u.)
1,-5440.86690
2,-3072.24750
3,-2667.87406